DFT (ωB97M-V with the def2-TZVPD basis set) results for a molecular structure, C5H15AuN3 in a non-equilibrium geometry.

Computed properties:
HOMO-LUMO gap = 7.461 eV
LUMO = -4.68 eV

The geometry in ORCA input format:
```
! RIJCOSX wB97M-V def2-TZVPD def2/J DEFGRID3
* xyz 1 1
Au 0.50 0.48 1.62
N 0.56 2.09 -0.05
C -0.05 1.59 -1.31
C -1.32 0.78 -1.06
N -1.12 -0.32 -0.12
C -0.66 -1.59 -0.66
C 0.85 -1.63 -0.88
N 1.61 -1.28 0.34
H 1.48 2.46 -0.24
H 0.01 2.85 0.33
H -0.30 2.41 -1.98
H 0.69 0.97 -1.80
H -2.09 1.44 -0.64
H -1.69 0.41 -2.03
H -1.95 -0.46 0.43
H -0.94 -2.38 0.04
H -1.14 -1.81 -1.62
H 1.12 -2.63 -1.24
H 1.13 -0.93 -1.66
H 1.65 -2.06 0.98
H 2.56 -1.03 0.10
C -0.17 0.24 3.46
H 0.46 0.48 4.32
H -1.19 -0.06 3.67
*
```

Here are the Mulliken charges for atoms 1 to 8, given in e: 0.58, -0.55, -0.43, -0.71, -0.08, -0.74, -0.51, -0.52